Molecular formula: C11H14N2
Method: DFT, ωB97M-V/def2-TZVPD

Element x y z (Å)
C (-2.41, -2.58, -1.74)
C (-0.07, -1.56, 1.06)
C (-1.01, -1.19, 2.00)
C (-0.47, -2.03, -0.21)
C (-1.83, -2.06, -0.47)
C (-2.38, -1.38, 1.75)
C (-2.79, -1.60, 0.47)
H (0.98, -1.35, 1.18)
H (-0.63, -0.76, 2.93)
H (0.26, -2.50, -0.88)
H (-3.07, -1.31, 2.59)
H (-3.47, -2.37, -1.98)
H (-2.28, -3.67, -1.76)
H (-3.78, -1.45, 0.07)
H (-1.93, -2.18, -2.63)
C (2.50, 2.95, 1.55)
C (1.49, 0.94, -1.13)
C (2.10, 2.47, 0.24)
C (2.11, 3.04, -1.06)
N (1.67, 1.13, 0.13)
N (1.62, 2.10, -1.91)
H (1.11, 0.02, -1.57)
H (1.87, 2.21, -2.89)
H (2.49, 3.98, -1.43)
H (3.58, 2.71, 1.62)
H (2.02, 2.42, 2.40)
H (2.32, 4.04, 1.67)

Computed properties:
HOMO-LUMO gap (spin up / spin down): 0.2678 / 0.1229 Eh
2S+1: 2
energy above the lowest of the compared OMol25 structures with the same formula, charge and spin: 84.9 kJ/mol
HOMO energy (spin up / spin down): -11.234 / -11.232 eV
charge: +1
energy: -14605.38943 eV
lowest unoccupied orbital energy (spin up / spin down): -3.947 / -7.889 eV